This record from OMol25 describes a molecular structure, C24H73F2InNO17S2. The level of theory is ωB97M-V/def2-TZVPD.

Properties
Spin multiplicity   1
HOMO level   -11.5 eV
Electronic energy   -94630.5683 eV
Net charge   +1
Orbital gap   0.0623 Ha

Structure (XYZ):
```
120
C24H73F2InNO17S2 | OMol25 | ωB97M-V/def2-TZVPD
In -0.0642 0.2866 -4.4661
S -0.8075 -0.5435 -0.4730
S 1.4392 0.1121 -0.6458
F -2.1075 -0.3996 -1.4118
F 2.6111 0.1887 -1.7621
O -3.3720 4.4626 0.5627
O 0.7493 -2.5781 -4.3567
O 6.9683 -2.7932 0.1623
O 4.7457 3.5631 1.9436
O -0.3302 0.2010 5.2008
O -1.4880 2.7908 -3.5727
O -0.9608 5.5374 -0.0650
O -1.1338 0.4395 0.5342
O 1.8080 2.6482 -3.6743
O 1.8284 -1.0834 0.0699
O -5.6786 -0.7083 -0.8477
O 1.5647 1.4009 -0.0369
O -2.4244 -1.1835 -4.1025
O 4.7911 -2.0061 2.4134
O -0.8449 -1.9221 -0.0733
O 0.2303 -7.0014 1.3024
O -4.1793 -2.4333 -2.4898
N 0.3291 -0.1236 -1.7194
C -0.1107 4.9380 2.1365
C 2.5967 -2.1066 3.3163
C 1.0496 4.8982 -3.1009
C -2.1314 2.7691 -2.2783
C 4.1625 1.2325 1.8348
C 3.5645 -2.6641 2.2797
C -3.4996 2.1144 -2.4623
C -4.4422 -4.4142 -1.1969
C -0.5363 -4.7220 1.1664
C 0.2887 -3.2464 -3.1896
C -5.0729 -0.2108 0.3323
C 5.2973 -1.6967 -1.1533
C 0.0490 0.8118 3.9745
C -4.1181 3.3954 2.5897
C 6.7424 -1.6406 -0.6184
C -3.3741 3.2175 1.2687
C 1.5921 3.5721 -2.6203
C -4.6403 -1.3854 1.2243
C 1.0411 1.9088 4.2536
C 3.8827 2.6372 1.2833
C -3.4369 -3.4548 -1.8496
C -0.6572 -6.1171 0.6181
C 1.4543 -3.6145 -2.2762
C -0.0340 4.7164 0.6284
H 2.5844 -1.0161 3.3294
H 3.6426 1.0504 2.7752
H 2.4715 3.0105 -4.2732
H 0.8619 3.0777 -1.9733
H 1.1651 -4.1519 -1.3728
H 3.7662 0.4957 1.1310
H 2.8539 2.9312 1.5090
H -5.4475 -2.0041 1.6097
H -1.6677 -6.5038 0.7828
H 0.6002 4.2316 2.5706
H 5.2316 1.0530 1.9340
H -0.2121 -4.1771 -3.4754
H 4.0118 2.7104 0.2056
H 0.6047 5.4766 -2.2918
H 3.6798 -3.7364 2.5124
H -4.3195 2.4540 3.1032
H -2.5241 -0.9535 -3.1578
H -4.1300 2.7785 -3.0536
H 3.2241 -2.6963 1.2390
H -0.5535 -4.6167 2.2513
H -5.8029 0.3613 0.9070
H -5.0849 3.8657 2.4026
H -5.0643 -1.3175 -1.2889
H 1.5091 2.1766 3.3039
H 1.6260 -2.5800 3.1718
H 2.1873 -4.2553 -2.7683
H 0.2056 5.9442 2.4115
H -2.8086 -2.9731 -1.0924
H 2.4326 3.6954 -1.9312
H -1.8230 3.5654 -4.0365
H -0.4628 -6.0850 -0.4589
H -4.0451 -2.0504 0.5918
H -3.5375 4.0153 3.2717
H 0.5716 2.8039 4.6642
H 5.1192 -2.6380 -1.6758
H -0.0154 -7.8932 1.0404
H 1.8583 5.4609 -3.5778
H -3.6092 -2.0500 -3.1908
H -1.3088 -4.0784 0.7476
H -3.3502 1.1810 -3.0056
H -4.2737 4.7460 0.3880
H -1.2348 -0.1092 5.1031
H 7.4695 -1.4158 -1.4023
H 4.6269 -1.7654 -0.2935
H -2.7884 -4.0037 -2.5351
H -2.3507 2.9120 1.4822
H 4.6320 3.4497 2.8929
H 5.3863 -2.1205 1.6613
H 0.3258 4.8364 -3.9152
H 7.0297 -3.5448 -0.4354
H 1.8715 -2.6486 -1.9877
H -5.0527 -3.8980 -0.4552
H 0.9392 4.8095 0.1440
H 1.3006 -3.1872 -4.8600
H -3.9795 -5.2600 -0.6900
H -3.8346 2.5405 0.5468
H -1.1055 4.7851 2.5527
H -0.7708 1.2047 3.3680
H 1.7713 1.5341 4.9714
H -1.8350 5.2140 0.2228
H -2.1849 3.7854 -1.8835
H -1.4642 2.1876 -1.6404
H 0.4207 -4.2863 0.8665
H 5.0621 -0.7714 -1.6765
H -3.9950 1.8719 -1.5235
H -5.1374 -4.7774 -1.9535
H -4.2583 0.4823 0.1044
H -0.2681 3.6609 0.4203
H 2.9074 -2.3328 4.3386
H 0.6068 0.0921 3.3640
H 6.7798 -0.7489 0.0118
H -0.4011 -2.5642 -2.6964
H -3.9763 -1.0335 2.0150
```

Löwdin atomic charge list, values in e, 4 entries: atom 1 (In): 1.387, atom 2 (S): 0.553, atom 3 (S): 0.412, atom 4 (F): -0.212

This record from OMol25 describes C3H7N2P in the gas phase. The level of theory is ωB97M-V/def2-TZVPD.

Properties
Expectation value of S²   2.01
Spin multiplicity   3
HOMO level (spin up / spin down)   -5.5 / -9.4 eV
Electronic energy   -15487.0991 eV
ΔE to the lowest compared entry with this formula, charge and spin   146.51 kJ/mol
Orbital gap (spin up / spin down)   0.2393 / 0.2215 Ha

Structure (XYZ):
```
13
C3H7N2P | OMol25 | ωB97M-V/def2-TZVPD
P 0.2960 -0.8203 1.4053
N 1.3989 -0.9984 -1.0959
N -2.2888 -0.4425 0.9204
C -1.3268 -1.2924 0.8041
C 1.0213 1.3319 -0.4351
C 0.9325 -0.1955 -0.2785
H -0.2010 0.2831 2.1008
H -3.0167 -0.9171 0.3837
H -1.4470 -2.1196 0.1297
H 1.2590 -1.9633 -0.8117
H -0.0147 1.6338 -0.5828
H 1.6648 1.3735 -1.3105
H 1.3603 1.8534 0.5689
```

Löwdin atomic charge list, values in e, 4 entries: atom 1 (P): 1.004, atom 2 (N): 0.084, atom 3 (N): -0.026, atom 4 (C): -0.644

Question: What is the electronic energy in the first record?
Answer: -94630.5683 eV

Question: Number 1 is which compound?
Answer: C24H73F2InNO17S2